196
Properties=species:S:1:pos:R:3:mulliken_charge:R:1 method="wB97M-V/def2-TZVPD" orbital_gap_ha=0.3888 e_lumo_ev=-0.2 spin_multiplicity=1 e_homo_ev=-10.8273 charge=0
O -25.42968 2.02859 23.72971 -0.698
S -24.73112 2.02837 22.42055 1.046
O -23.84771 3.07764 21.94668 -0.101
O -23.96105 0.55027 22.18385 -0.533
C -22.77479 0.40991 21.32252 1.511
C -22.87716 -0.80246 20.40813 -1.340
C -26.06329 1.86631 21.17179 -0.814
H -21.87810 0.38306 21.94165 -0.285
H -22.69171 1.31513 20.72103 -0.350
H -22.10874 -0.76097 19.63619 0.105
H -23.87744 -0.77956 19.97565 0.396
H -22.72197 -1.77413 20.87705 0.396
H -26.38590 0.86918 21.47141 0.437
H -25.59290 2.08538 20.21322 -0.050
H -26.69412 2.73571 21.35694 0.400
O -17.09566 -1.04645 25.05278 -0.605
S -17.66624 0.08074 25.85231 1.095
O -16.94058 1.20973 26.41085 -0.550
O -18.95249 0.70360 25.04610 -0.276
C -19.44934 1.93387 25.43711 0.708
C -20.74347 2.20203 24.63533 -0.839
C -18.60202 -0.60222 27.25800 -0.929
H -18.68443 2.58777 25.01826 -0.851
H -19.48515 2.00923 26.52391 0.866
H -20.90143 3.27989 24.67237 0.046
H -21.69986 1.72378 24.84676 0.606
H -20.73434 2.06370 23.55419 -0.459
H -19.31286 0.17902 27.52722 0.291
H -17.91276 -0.79562 28.07997 0.379
H -19.24276 -1.43167 26.95872 0.346
O -18.64127 9.17180 21.80952 0.101
S -18.05278 9.87748 22.95754 0.927
O -16.58362 10.16258 22.92163 -0.608
O -18.89388 11.27795 23.24914 -0.162
C -18.40544 12.23467 24.21325 -0.335
C -18.19848 13.58871 23.51776 -1.207
C -18.51126 8.91555 24.54255 -0.497
H -17.52009 11.90720 24.75824 0.417
H -19.23331 12.32285 24.91679 0.337
H -19.04256 13.71343 22.83947 0.249
H -17.22172 13.57135 23.03432 0.269
H -18.09117 14.40943 24.22698 0.414
H -19.59243 8.95449 24.40981 0.244
H -18.26763 9.48859 25.43718 0.604
H -18.17303 7.87938 24.53345 -0.541
O -20.12752 -0.13110 17.33967 -0.205
S -20.65055 -1.27980 16.65256 0.967
O -21.05102 -2.50070 17.40570 -0.665
O -21.95466 -0.88495 15.72437 -0.332
C -23.25634 -0.83391 16.34008 0.601
C -24.09838 -1.86390 15.61622 -1.399
C -19.56341 -1.77694 15.37711 -1.092
H -23.66613 0.17238 16.25315 0.186
H -23.09677 -0.93316 17.41376 -0.165
H -23.86518 -2.90768 15.82653 0.315
H -23.84876 -1.80314 14.55692 0.319
H -25.15457 -1.82147 15.88223 0.396
H -19.65318 -2.84529 15.18045 0.376
H -18.58840 -1.53226 15.79854 0.343
H -19.81911 -1.11711 14.54805 0.299
O -17.01579 -1.86061 20.47197 -0.701
S -17.04671 -0.40557 20.72969 1.210
O -15.97057 0.18469 21.60772 -0.530
O -17.26837 0.38846 19.29565 -0.569
C -17.24540 1.77916 19.30607 2.037
C -17.22823 1.97868 17.78334 -1.157
C -18.66866 -0.10165 21.60348 -0.271
H -16.33540 2.19414 19.73941 -0.032
H -18.13797 2.20425 19.76512 -0.748
H -18.04715 1.63075 17.15372 -0.270
H -16.44450 1.55604 17.15465 0.559
H -17.30177 3.05697 17.64200 0.120
H -19.28667 -0.95290 21.88906 0.599
H -19.25010 0.41482 20.83975 -0.212
H -18.56773 0.44049 22.54370 -0.103
C -13.64737 6.57249 19.23623 0.450
C -12.44965 6.11837 18.41592 -0.625
O -12.81064 5.22409 17.38306 -0.367
S -14.46713 5.10076 17.22126 0.756
O -14.77974 3.73878 17.60142 -0.291
O -14.79059 5.55760 15.87321 -0.570
O -14.75440 6.21296 18.47376 -0.022
H -13.64046 7.66247 19.23795 0.180
H -13.65346 6.24659 20.27636 -0.078
H -11.70195 5.57387 18.99260 0.284
H -11.88839 6.94902 17.98799 0.299
C -21.73276 10.64937 19.13081 -0.079
C -21.55899 10.98840 20.57297 0.274
O -22.84636 10.76352 21.18866 -0.346
S -23.62412 9.59047 20.31433 0.841
O -24.84634 10.12096 19.69552 -0.641
O -23.73643 8.33876 21.06516 -0.256
O -22.51118 9.50072 19.19463 -0.122
H -20.79226 10.39093 18.64424 0.022
H -22.28258 11.41596 18.58479 0.277
H -21.30242 12.01353 20.84015 0.329
H -20.74824 10.43748 21.04971 -0.318
C -20.81645 2.25179 14.71489 0.117
C -20.18024 3.10556 15.77618 0.262
O -18.86833 3.46068 15.36439 -0.119
S -18.49521 2.83182 13.85127 1.036
O -17.20213 2.18169 13.77571 -0.533
O -18.80902 3.92719 12.92556 -0.556
O -19.76564 1.72843 14.00498 -0.387
H -21.25212 2.90634 13.96002 0.438
H -21.43232 1.48519 15.18513 -0.214
H -20.14368 2.49155 16.67604 -0.069
H -20.60830 4.07995 16.01160 0.096
C -17.84348 6.82767 16.06156 0.005
C -17.20733 7.90088 16.87825 0.134
O -18.32959 8.85079 17.04916 -0.267
S -19.72500 8.41180 16.21145 0.766
O -19.91730 9.07135 14.92514 -0.605
O -20.82883 8.32813 17.19186 -0.360
O -19.23312 6.89347 15.84522 -0.135
H -17.45022 5.84060 16.30476 -0.120
H -17.44367 6.94495 15.05434 0.324
H -16.45285 8.53719 16.41567 0.240
H -16.96060 7.60883 17.89901 0.046
C -18.86214 7.33649 28.08845 -0.552
C -20.33632 6.82361 28.13845 -0.406
O -20.38675 5.71873 27.31215 -0.311
S -19.00213 5.64259 26.30565 0.392
O -19.34950 5.52242 24.87265 0.521
O -18.05995 4.67007 26.86922 -0.578
O -18.63078 7.15975 26.77195 -0.153
H -18.19765 6.76152 28.73339 0.284
H -18.81905 8.40673 28.29056 0.369
H -21.07132 7.58828 27.88714 0.205
H -20.53820 6.53249 29.16927 0.413
C -24.85246 7.45919 24.03313 -0.480
C -23.99734 6.15611 23.62188 -0.028
O -22.90849 6.74874 23.04003 -0.066
S -22.30117 8.01513 23.92230 0.941
O -21.66156 9.08463 23.14655 -0.487
O -21.51930 7.36729 25.00992 -0.497
O -23.88185 8.48560 24.29440 -0.402
H -25.66102 7.34247 24.75476 0.451
H -25.32521 7.74082 23.09223 0.271
H -24.51208 5.58936 22.84603 0.029
H -23.74382 5.53765 24.48289 0.225
C -23.74841 5.60002 19.69857 0.355
C -22.46169 5.51480 18.90213 0.360
O -22.81586 4.79928 17.77371 -0.312
S -23.94380 3.62437 18.07533 0.728
O -23.29262 2.36846 18.55703 -0.029
O -25.01441 3.55188 17.08931 -0.647
O -24.46676 4.38084 19.44720 -0.289
H -24.39382 6.38114 19.29681 0.168
H -23.63835 5.74945 20.77265 -0.466
H -21.72898 4.93137 19.45966 -0.100
H -22.09058 6.50932 18.65448 0.095
C -18.98194 5.89559 20.59445 -0.778
C -19.95093 6.26979 21.70952 1.026
O -20.39166 5.00745 22.18321 -0.359
S -19.53845 3.67566 21.57458 -0.458
O -20.45937 2.63460 21.17255 -0.421
O -18.42714 3.32155 22.43974 0.553
O -19.06985 4.55344 20.24913 1.046
H -17.97657 6.10591 20.95931 0.477
H -19.20939 6.56826 19.76748 0.178
H -20.74376 6.92068 21.34092 -0.256
H -19.43101 6.73458 22.54722 -1.066
C -12.56670 0.30048 19.84845 -0.287
C -13.59784 1.51263 19.83989 0.738
O -12.86379 2.63983 19.48651 0.095
S -11.36555 2.50763 20.13010 1.020
O -11.32448 2.98373 21.51280 -0.561
O -10.37701 3.08401 19.20371 -0.569
O -11.31733 0.87363 20.17181 -0.380
H -12.49230 -0.30534 18.94538 0.294
H -12.65202 -0.42334 20.65895 0.303
H -14.09331 1.65446 20.80035 -0.457
H -14.47058 1.39629 19.19734 -0.223
C -16.02808 11.62765 20.02068 -0.023
C -16.34810 10.27148 19.40693 0.071
O -15.46327 10.14104 18.33535 -0.381
S -14.79150 11.56171 17.73547 1.135
O -15.50323 11.83619 16.51132 -0.528
O -13.30801 11.53253 17.74119 -0.533
O -15.39313 12.43573 19.07350 -0.427
H -15.35950 11.51572 20.87424 0.278
H -16.96657 11.95850 20.46551 0.155
H -17.39395 10.31134 19.10243 -0.002
H -16.42079 9.50012 20.17362 0.243
C -15.15053 2.81422 23.71460 0.332
C -15.28665 3.33787 25.12585 0.140
O -14.79450 4.65724 25.05016 -0.448
S -15.00951 5.38225 23.56176 0.599
O -13.80029 5.95414 22.95850 -0.628
O -16.12889 6.31272 23.54846 -0.194
O -15.51105 3.93877 22.95628 0.036
H -16.01513 2.17592 23.53254 -0.306
H -14.12147 2.46151 23.64584 0.242
H -14.80747 2.85714 25.97872 0.422
H -16.36759 3.43673 25.22535 -0.235